a | Density functional theory data (the ωB97M-V functional and the def2-TZVPD basis) for a 2-piece molecular cluster, C2H2FN3O overall.

```
9
Properties=species:S:1:pos:R:3:nbo_charge:R:1
C 0.9774 -0.1935 -0.9038 -0.028
C -3.1057 0.5503 -0.0252 0.822
N 0.4182 0.2741 -0.0212 0.023
N -0.4465 0.5467 0.7473 -0.579
N -3.0802 -0.6799 0.0740 -0.216
O -3.4171 1.6538 -0.1654 -0.451
F -2.0696 -1.5679 -0.0752 -0.170
H 1.8285 -0.3887 -1.4780 0.230
H -0.5892 -0.0630 1.5884 0.368
```

Properties
LUMO: 0.216 eV
HOMO level: -8.979 eV
Kohn-Sham gap: 0.3379 Eh

=====

b | Density functional theory data (the ωB97M-V functional and the def2-TZVPD basis) for a 2-piece molecular cluster, C2H2FN3O overall.

```
9
Properties=species:S:1:pos:R:3:nbo_charge:R:1
C 0.9563 -0.1300 0.4640 0.083
C -0.3608 0.3342 0.0003 0.642
N 1.3099 -1.1708 -0.1844 -0.265
N -0.7476 -0.6864 -0.9439 -0.201
N 0.2378 -1.4474 -1.0473 0.068
O -0.5805 1.6012 -0.2134 -0.576
F -1.0874 -0.3545 1.5371 -0.501
H 1.5830 0.2138 1.2344 0.234
H -1.3106 1.6398 -0.8467 0.514
```

Properties
LUMO: -1.955 eV
HOMO level: -11.301 eV
Kohn-Sham gap: 0.3435 Eh

=====

Short version: b is the most stable of them.

=====

a | Density functional theory data (the ωB97M-V functional and the def2-TZVPD basis) for C2H2Br6 as an isolated structure.

```
10
Properties=species:S:1:pos:R:3:nbo_charge:R:1
C 2.7525 1.9384 0.9851 -0.458
Br 4.0706 0.4208 1.0914 0.038
Br 2.2178 2.2667 -0.8208 0.130
Br 3.6035 3.3634 2.1275 0.069
H 1.8654 1.5480 1.4840 0.220
C -2.9795 -2.0750 -0.9150 -0.481
Br -1.1984 -2.1339 -0.1327 0.090
Br -3.0933 -2.4022 -2.8634 0.082
Br -3.5325 -0.2702 -0.6089 0.076
H -3.7061 -2.6560 -0.3471 0.233
```

Properties
LUMO: -0.446 eV
HOMO level: -10.239 eV
Kohn-Sham gap: 0.3599 Eh

=====

b | Density functional theory data (the ωB97M-V functional and the def2-TZVPD basis) for C2H2Br6 as an isolated structure.

```
10
Properties=species:S:1:pos:R:3:nbo_charge:R:1
C -2.0795 -0.0661 0.0332 -0.451
Br -3.7566 -1.1043 -0.0275 0.079
Br -2.4175 1.8384 0.4531 0.083
Br -1.1898 -0.4183 -1.7194 0.060
H -1.4683 -0.4091 0.8680 0.228
C 2.0988 0.0016 -0.0823 -0.438
Br 4.0713 -0.2702 -0.1536 0.071
Br 1.7353 1.9100 0.3481 0.087
Br 1.3039 -1.1774 1.3308 0.053
H 1.7024 -0.3047 -1.0504 0.227
```

Properties
LUMO: -0.531 eV
HOMO level: -10.397 eV
Kohn-Sham gap: 0.3626 Eh

=====

Short version: b is the most stable of them.

=====

a | Density functional theory data (the ωB97M-V functional and the def2-TZVPD basis) for an isolated ion of composition CH2NO2S and charge -1.

```
7
Properties=species:S:1:pos:R:3:nbo_charge:R:1
C -0.4777 0.1159 1.2206 -0.171
N -0.8186 -0.4488 -0.1125 -0.656
O 0.5069 -1.1826 -2.1301 -1.045
O 1.3564 0.7835 -0.8628 -1.068
S 0.1632 0.0890 -1.4384 1.591
H -1.1867 -0.0002 2.0166 0.157
H 0.4565 0.6431 1.3065 0.192
```

Properties
LUMO: 4.196 eV
HOMO level: -3.335 eV
Kohn-Sham gap: 0.2768 Eh
Net charge: -1

=====

b | Density functional theory data (the ωB97M-V functional and the def2-TZVPD basis) for a 2-piece molecular cluster, CH2NO2S overall.

```
7
Properties=species:S:1:pos:R:3:nbo_charge:R:1
C -0.4512 -0.5071 -0.7669 0.472
N 1.1453 0.7513 0.3421 -0.747
O -1.4634 0.2400 0.8214 -0.940
O 0.7343 -0.1530 -0.5977 -0.333
S -1.3476 -1.5345 -1.6296 -0.198
H -0.6949 0.6329 1.2637 0.464
H 2.0775 0.5705 0.5670 0.282
```

Properties
LUMO (alpha / beta): 3.559 / 3.559 eV
HOMO level (alpha / beta): -2.983 / -2.984 eV
Kohn-Sham gap (alpha / beta): 0.2404 / 0.2404 Eh
Net charge: -1

=====

c | Density functional theory data (the ωB97M-V functional and the def2-TZVPD basis) for an isolated ion of composition CH2NO2S and charge -1.

```
7
Properties=species:S:1:pos:R:3:nbo_charge:R:1
C 0.9144 -0.3745 -0.2504 0.513
N -1.3143 0.5842 0.0082 -0.530
O 0.4672 -1.5067 -0.3502 -0.695
O 0.0311 0.7915 -0.3671 -0.460
S 2.4783 0.1596 -0.1064 -0.468
H -1.3466 0.8182 0.9265 0.304
H -1.2300 -0.4722 0.1395 0.336
```

Properties
SMILES string: NOC([O-])=S
LUMO: 3.980 eV
HOMO level: -3.356 eV
Kohn-Sham gap: 0.2696 Eh
Net charge: -1

=====

d | Density functional theory data (the ωB97M-V functional and the def2-TZVPD basis) for CH2NO2S as an isolated structure.

```
7
Properties=species:S:1:pos:R:3:nbo_charge:R:1
C 2.9450 -0.1248 0.1333 0.142
N 1.8027 -0.0488 0.4119 -0.716
O -0.5209 0.8860 0.5163 -1.040
O -2.2741 -0.7683 0.5426 -1.023
S -1.6846 0.3132 -0.1958 1.434
H -1.0392 -0.4853 -1.6471 -0.258
H 0.7711 0.2280 0.2388 0.462
```

Properties
LUMO: 3.993 eV
HOMO level: -3.897 eV
Kohn-Sham gap: 0.2900 Eh
Net charge: -1

=====

Short version: c is the most stable of them.

=====

a | Density functional theory data (the ωB97M-V functional and the def2-TZVPD basis) for a 2-piece molecular cluster, C3H7PS overall.

```
12
Properties=species:S:1:pos:R:3:nbo_charge:R:1
C 1.2731 1.7599 -2.4558 -0.502
C 1.0053 3.0671 -1.9359 -0.733
C -0.4289 -1.9873 -0.6354 -0.732
P 1.4814 0.4348 -3.2110 0.502
S -1.4440 -3.1982 0.3062 -0.070
H -2.5923 -3.3212 -0.4186 0.133
H 0.5771 2.9997 -0.9213 0.243
H 0.4071 3.8088 -2.5844 0.248
H 1.9349 3.5025 -1.7020 0.243
H -0.5911 -0.9811 -0.3165 0.214
H -0.8314 -1.8559 -1.6077 0.225
H 0.6143 -2.1517 -0.7529 0.228
```

Properties
SMILES string: CC#P.CS
LUMO: 0.634 eV
HOMO level: -9.026 eV
Kohn-Sham gap: 0.3550 Eh

=====

b | Density functional theory data (the ωB97M-V functional and the def2-TZVPD basis) for a 2-piece molecular cluster, C3H7PS overall.

```
12
Properties=species:S:1:pos:R:3:nbo_charge:R:1
C 0.9383 -0.2790 -0.0866 -0.031
C 0.1331 -1.2832 -0.7619 -0.710
C 0.5340 1.1797 -0.1257 -0.681
P -1.7542 0.8562 2.4870 0.127
S 2.1897 -0.8715 0.7467 0.004
H -0.2511 -1.9841 -0.0018 0.248
H 0.7276 -1.9837 -1.3840 0.262
H -0.7160 -0.8417 -1.1091 0.206
H -0.3237 1.2245 0.5401 0.225
H 0.0273 1.5729 -0.9753 0.229
H 1.3577 1.7544 0.1563 0.241
H -2.3867 0.5566 1.2615 -0.119
```

Properties
LUMO (alpha / beta): -1.743 / -1.696 eV
HOMO level (alpha / beta): -8.454 / -8.461 eV
Kohn-Sham gap (alpha / beta): 0.2466 / 0.2486 Eh

=====

Short version: a is the most stable of them.

=====

a | Density functional theory data (the ωB97M-V functional and the def2-TZVPD basis) for one molecule with the formula CH4N6O.

```
12
Properties=species:S:1:pos:R:3:nbo_charge:R:1
C -0.1236 0.3404 0.0630 0.386
H -0.4786 0.5689 2.1606 0.392
H -1.8720 -0.7664 2.5514 0.419
H 0.2068 -1.1444 -2.3951 0.373
H -0.0959 -1.5525 -0.6485 0.403
N -1.2268 -0.1090 1.8244 -0.752
N -1.1295 -0.3830 0.4022 -0.272
N 0.8419 1.1961 0.5976 -0.313
N 1.5628 1.5602 -0.3417 0.215
N 0.3183 0.2351 -1.3416 -0.078
N 0.5900 -1.0930 -1.4058 -0.678
O 1.4066 1.1478 -1.4664 -0.094
```

Properties
SMILES string: N/N=c1\nnon1N
LUMO: -0.043 eV
HOMO level: -8.388 eV
Kohn-Sham gap: 0.3067 Eh

=====

b | Density functional theory data (the ωB97M-V functional and the def2-TZVPD basis) for one molecule with the formula CH4N6O.

```
12
Properties=species:S:1:pos:R:3:nbo_charge:R:1
C 0.0537 0.0100 -0.8212 0.278
H 3.1522 0.0177 -0.0316 0.414
H 1.7798 -0.9805 0.8450 0.380
H -1.0496 1.2226 1.1929 0.352
H -0.8429 -0.1779 2.1670 0.368
N 2.1847 -0.2444 0.2321 -0.595
N 1.3150 0.2787 -0.5767 -0.203
N -0.5420 0.4815 -1.9607 -0.207
N -1.8069 0.2283 -1.8032 0.149
N -0.9437 -0.6170 0.1738 -0.049
N -1.2824 0.3115 1.2950 -0.669
O -2.0181 -0.5304 -0.7123 -0.218
```

Properties
SMILES string: N/N=c1/nnon1N
LUMO: -0.193 eV
HOMO level: -8.483 eV
Kohn-Sham gap: 0.3046 Eh

=====

Short version: b is the most stable of them.

=====

a | Density functional theory data (the ωB97M-V functional and the def2-TZVPD basis) for one molecule with the formula CH5NO.

```
8
Properties=species:S:1:pos:R:3:nbo_charge:R:1
N -0.3202 -0.5040 1.0104 -0.827
C -0.3587 0.1038 -0.2972 0.081
O 0.9291 0.1463 -0.9270 -0.744
H 0.0906 -1.4350 0.9308 0.357
H 0.3400 0.0072 1.5908 0.352
H -0.7511 1.1104 -0.2065 0.153
H -1.0392 -0.4830 -0.9200 0.158
H 1.1095 1.0543 -1.1812 0.469
```

Properties
SMILES string: NCO
LUMO: 0.982 eV
HOMO level: -9.925 eV
Kohn-Sham gap: 0.4008 Eh

=====

b | Density functional theory data (the ωB97M-V functional and the def2-TZVPD basis) for a 2-piece molecular cluster, CH5NO overall.

```
8
Properties=species:S:1:pos:R:3:nbo_charge:R:1
C -0.9864 0.2451 1.0752 -0.490
N 1.1582 0.0116 -1.2695 -0.405
O -0.1638 0.1319 -1.3902 -0.316
H -0.0229 -0.2073 0.6602 0.182
H -1.9275 -0.3161 1.2216 0.171
H -0.9093 1.2343 1.4852 0.157
H 1.4638 -1.0051 -1.3707 0.351
H 1.6470 0.7010 -1.7081 0.350
```

Properties
LUMO (alpha / beta): -0.018 / 0.706 eV
HOMO level (alpha / beta): -8.243 / -9.608 eV
Kohn-Sham gap (alpha / beta): 0.3023 / 0.3790 Eh

=====

Short version: a is the most stable of them.